(1)
{"formula": "C5H11N3O3", "method": "the ωB97M-V functional and the def2-TZVPD basis", "symbols": ["O", "O", "O", "N", "N", "N", "C", "C", "C", "C", "C", "H", "H", "H", "H", "H", "H", "H", "H", "H", "H", "H"], "positions_angstrom": [[1.2605, -1.9090, 0.0829], [-0.5361, 2.1856, 1.8050], [1.3318, -0.3517, -1.5715], [-1.8197, -0.5571, -0.4434], [2.0764, 1.4300, 0.4863], [-0.7885, -2.3342, -1.8286], [0.6929, -0.7047, -0.3825], [-1.5944, 0.2845, 0.6923], [-0.3821, 1.2595, 0.6580], [0.9529, 0.5895, 0.7650], [-0.9252, -1.3930, -1.0099], [1.4114, -2.5065, -0.6042], [-2.8119, -0.7968, -0.6247], [-1.4469, -0.2891, 1.7126], [-1.4513, -2.8970, -2.2970], [2.2198, 1.7310, -0.4078], [-0.4550, 1.8303, -0.3039], [0.1962, 2.8019, 1.7693], [0.6380, -0.3265, -2.1960], [2.9107, 1.0364, 1.0716], [-2.5555, 0.7575, 0.8227], [1.0760, 0.1592, 1.8039]], "nbo_charge": [-0.746, -0.736, -0.742, -0.626, -0.846, -0.785, 0.441, -0.220, 0.071, -0.074, 0.480, 0.486, 0.381, 0.185, 0.377, 0.385, 0.170, 0.480, 0.483, 0.391, 0.225, 0.221], "smiles": "[H]/N=C1\\NC[C@@H](O)[C@H](N)C1(O)O", "e_lumo_ev": 0.744, "orbital_gap_ev": 9.341, "energy_ha": -587.0114, "relative_energy_ev": 2.461, "fmax_ev_per_a": 5.93}


(2)
{"formula": "C5H11N4", "method": "the ωB97M-V functional and the def2-TZVPD basis", "symbols": ["N", "N", "N", "N", "C", "C", "C", "C", "C", "H", "H", "H", "H", "H", "H", "H", "H", "H", "H", "H"], "positions_angstrom": [[0.2323, 1.3297, -0.8139], [2.1599, 0.0499, 0.0527], [-3.4493, 0.2882, 0.3922], [-1.3783, -0.0993, -0.6495], [1.1069, 0.7934, -0.2818], [3.5366, 0.5174, 0.0205], [1.8320, -1.4222, 0.4685], [-2.4561, -0.5076, -0.1331], [-4.6157, 0.6716, 0.2147], [-0.7579, -0.8491, -0.8100], [-4.9707, 1.1593, 1.0704], [0.8081, -1.5863, 0.0231], [2.6173, -2.0111, 0.0812], [3.6372, 1.5118, 0.3621], [4.0063, 0.4319, -0.9404], [-5.2173, 0.7546, -0.6361], [-0.6985, 1.7259, -0.9831], [4.1924, 0.0162, 0.7643], [1.9060, -1.2489, 1.5167], [-2.4912, -1.5256, 0.2815]], "nbo_charge": [-0.455, -0.427, -0.413, -0.758, 0.706, -0.422, -0.356, 0.304, 0.054, 0.337, 0.179, 0.208, 0.232, 0.235, 0.227, 0.179, 0.524, 0.237, 0.229, 0.179], "e_lumo_ev": -2.856, "orbital_gap_ev": 10.021, "energy_ha": -415.7411, "total_charge": 1, "relative_energy_ev": 4.955, "fmax_ev_per_a": 3.69}


(3)
{"formula": "C5H11N4O2S2", "method": "the ωB97M-V functional and the def2-TZVPD basis", "symbols": ["S", "S", "O", "O", "N", "N", "N", "N", "C", "C", "C", "C", "C", "H", "H", "H", "H", "H", "H", "H", "H", "H", "H", "H"], "positions_angstrom": [[0.0026, -1.2123, -1.9336], [-3.6938, 2.5311, -1.4081], [0.6544, -2.9407, -1.7364], [0.9172, -0.3329, -2.5295], [-1.6847, 1.9828, -0.0022], [0.4351, -1.4108, -0.1853], [-1.5211, 1.1604, -1.0438], [0.9394, 1.2815, 0.6199], [1.0981, -3.6357, 0.5867], [-2.4643, 1.4234, -1.9147], [0.7810, -2.5980, -0.4506], [-2.7425, 2.7149, -0.0011], [1.7018, 1.1109, 1.8998], [-3.0714, 3.1705, 0.9371], [1.3605, -4.5647, -0.0179], [0.4617, 0.6151, 0.0767], [2.3036, 2.0434, 2.2241], [-2.6476, 0.8396, -2.7468], [1.5120, 1.6176, -0.1738], [0.1248, -3.7122, 1.1174], [1.0632, 0.9324, 2.8077], [0.1856, 1.9732, 0.7832], [2.3632, 0.1839, 1.8244], [1.9212, -3.1732, 1.2667]], "nbo_charge": [1.392, 0.486, -0.626, -0.712, -0.343, -0.696, -0.301, -0.718, -0.671, -0.136, 0.544, -0.159, -0.451, 0.256, 0.273, 0.477, 0.253, 0.229, 0.433, 0.264, 0.246, 0.462, 0.242, 0.255], "e_lumo_ev": [-2.878, -6.696], "orbital_gap_ev": [6.599, 7.123], "multiplicity": 3, "energy_ha": -1362.5152, "s_squared": 2.012, "total_charge": 1, "relative_energy_ev": 0.000, "fmax_ev_per_a": 5.60}


(4)
{"formula": "C5H11N4S", "method": "the ωB97M-V functional and the def2-TZVPD basis", "symbols": ["S", "N", "N", "N", "N", "C", "C", "C", "C", "C", "H", "H", "H", "H", "H", "H", "H", "H", "H", "H", "H"], "positions_angstrom": [[1.7502, 2.2346, -1.6550], [1.8094, 0.6521, 0.6537], [-3.0442, -1.4514, -0.9913], [1.8946, 2.9111, 0.9872], [0.3938, -1.2568, 0.1395], [-4.1429, -1.9655, -0.6934], [1.7063, -0.6249, -0.0770], [-1.8936, -1.6601, -0.3521], [-0.7093, -1.0727, -0.6178], [1.8800, 1.8702, 0.1393], [-4.9585, -1.4025, -1.0762], [2.0180, 3.8379, 0.6790], [2.5970, -1.1987, 0.1835], [2.2616, 2.6720, 1.9207], [0.1611, -2.0900, 0.6439], [-0.6958, -0.5856, -1.5050], [-4.1464, -2.8269, 0.0489], [0.8186, 3.2203, -1.4790], [1.9461, 0.4433, 1.6284], [1.7731, -0.5429, -1.2340], [-2.0741, -2.1912, 0.5602]], "nbo_charge": [0.090, -0.539, -0.426, -0.734, -0.623, -0.048, -0.068, -0.106, -0.014, 0.430, 0.196, 0.432, 0.237, 0.417, 0.419, 0.201, 0.144, 0.182, 0.428, 0.237, 0.146], "e_lumo_ev": -4.036, "orbital_gap_ev": 6.556, "energy_ha": -813.9961, "total_charge": 1, "relative_energy_ev": 3.201, "fmax_ev_per_a": 3.46}


(5)
{"formula": "C5H11N5", "method": "the ωB97M-V functional and the def2-TZVPD basis", "symbols": ["N", "N", "N", "N", "N", "C", "C", "C", "C", "C", "H", "H", "H", "H", "H", "H", "H", "H", "H", "H", "H"], "positions_angstrom": [[-3.2013, 4.2803, -0.4942], [-4.9523, 1.3007, -2.7195], [-5.3896, 3.5207, -2.2821], [-5.2758, 2.3534, -2.5237], [-3.4809, 5.6172, -2.4768], [-6.6094, 4.2655, -2.1802], [7.8997, -6.4085, 3.3413], [8.9496, -7.0981, 3.9035], [-3.4769, 4.8553, -1.4697], [6.9648, -7.0466, 2.5598], [-7.4561, 3.6310, -1.9118], [7.0081, -8.1118, 2.3721], [-3.4752, 3.7829, 0.3316], [-3.2660, 6.6051, -2.3559], [-6.8296, 4.7475, -3.1390], [9.0839, -8.1566, 3.7173], [6.1447, -6.5031, 2.1117], [7.8047, -5.3432, 3.5177], [9.6782, -6.6158, 4.5421], [-3.6433, 5.2837, -3.4200], [-6.4771, 5.0404, -1.4242]], "nbo_charge": [-0.484, -0.002, -0.425, 0.253, -0.778, -0.433, -0.378, 0.094, 0.791, 0.086, 0.227, 0.226, 0.481, 0.467, 0.217, 0.225, 0.238, 0.266, 0.243, 0.474, 0.210], "e_lumo_ev": -8.930, "orbital_gap_ev": 5.507, "energy_ha": -470.1282, "total_charge": 2, "relative_energy_ev": 4.249, "fmax_ev_per_a": 2.68}


(6)
{"formula": "C5H11NO", "method": "the ωB97M-V functional and the def2-TZVPD basis", "symbols": ["O", "N", "C", "C", "C", "C", "C", "H", "H", "H", "H", "H", "H", "H", "H", "H", "H", "H"], "positions_angstrom": [[0.6435, 2.2543, 1.4643], [-1.9810, 1.3201, 0.2288], [-1.1356, 0.6527, -0.7465], [1.9218, -1.7232, -0.5517], [-0.2798, -0.3529, -0.6650], [-2.2985, 0.4739, 1.2081], [0.8976, -0.7264, -1.3249], [0.7743, -1.2511, -2.2870], [1.7395, -1.6831, 0.5205], [-0.3900, -1.1399, 0.0571], [-2.0469, 0.3609, 2.2816], [0.6705, 2.2547, 2.4956], [1.5252, 0.2592, -1.5430], [1.4974, -2.7255, -0.7562], [-3.0145, -0.2802, 0.8584], [-1.2164, 1.2781, -1.7293], [3.0028, -1.4020, -0.8248], [-0.3100, 2.4305, 1.3139]], "nbo_charge": [-0.957, -0.722, 0.048, -0.624, -0.458, -0.310, -0.367, 0.162, 0.202, 0.172, 0.118, 0.442, 0.167, 0.194, 0.094, 0.136, 0.204, 0.498], "e_lumo_ev": [4.028, 4.013], "orbital_gap_ev": [5.138, 6.085], "multiplicity": 2, "energy_ha": -326.9473, "s_squared": 0.754, "total_charge": -1, "relative_energy_ev": 3.474, "fmax_ev_per_a": 6.01}


(7)
{"formula": "C5H11NO", "method": "the ωB97M-V functional and the def2-TZVPD basis", "symbols": ["O", "N", "C", "C", "C", "C", "C", "H", "H", "H", "H", "H", "H", "H", "H", "H", "H", "H"], "positions_angstrom": [[0.4767, 1.7537, -0.8654], [0.0826, -0.3835, -0.9659], [-0.1460, 0.9949, 1.2955], [0.3336, 0.7396, -0.2316], [0.5558, -0.2220, -2.3248], [0.5465, 0.4827, 2.5562], [-0.9965, -1.4331, -0.7405], [1.5985, 0.7524, 2.5724], [0.7384, -0.5864, 2.4517], [-0.5207, -2.4602, -0.8124], [-1.1509, 0.6872, 1.1629], [-2.0632, -1.0904, -1.2750], [-0.0247, 0.5012, 3.4092], [1.5186, 0.4320, -2.1596], [-0.2404, 0.2927, -2.9560], [0.8379, -1.1855, -2.7552], [-0.1601, 2.0203, 1.3419], [-1.3861, -1.2955, 0.2967]], "nbo_charge": [-0.653, -0.481, -0.506, 0.659, -0.459, -0.683, -1.013, 0.204, 0.207, 0.184, 0.211, 0.149, 0.207, 0.211, 0.185, 0.188, 0.207, 0.184], "e_lumo_ev": [4.049, 3.929], "orbital_gap_ev": [2.911, 9.332], "multiplicity": 2, "energy_ha": -326.9848, "s_squared": 0.750, "total_charge": -1, "relative_energy_ev": 2.451, "fmax_ev_per_a": 4.38}


(8)
{"formula": "C5H11NO", "method": "the ωB97M-V functional and the def2-TZVPD basis", "symbols": ["O", "N", "C", "C", "C", "C", "C", "H", "H", "H", "H", "H", "H", "H", "H", "H", "H", "H"], "positions_angstrom": [[-2.5151, 0.6890, -0.9562], [0.7998, -0.1731, 0.1559], [2.1282, -0.5546, -0.2711], [-1.8442, -0.8894, 0.7024], [-0.2726, -0.0900, -1.0259], [0.8380, 1.0471, 0.9346], [-1.6099, -0.1791, -0.4055], [-3.3531, 0.6207, -0.4832], [-0.1722, 0.8307, -1.6178], [1.2579, 1.8927, 0.3660], [-2.7893, -0.8455, 1.2217], [1.4525, 0.8956, 1.8244], [2.7718, -0.6765, 0.6028], [-1.1198, -1.5887, 1.0729], [2.5911, 0.1933, -0.9352], [-0.0743, -0.9730, -1.6340], [-0.1722, 1.3102, 1.2434], [2.0833, -1.5094, -0.7951]], "nbo_charge": [-0.683, -0.424, -0.410, -0.527, -0.285, -0.421, 0.310, 0.481, 0.202, 0.157, 0.191, 0.198, 0.200, 0.228, 0.158, 0.218, 0.209, 0.197], "smiles": "C=C(O)CN(C)C", "e_lumo_ev": 0.911, "orbital_gap_ev": 9.351, "energy_ha": -327.0525, "relative_energy_ev": 2.145, "fmax_ev_per_a": 3.14}


(9)
{"formula": "C5H11NO", "method": "the ωB97M-V functional and the def2-TZVPD basis", "symbols": ["O", "N", "C", "C", "C", "C", "C", "H", "H", "H", "H", "H", "H", "H", "H", "H", "H", "H"], "positions_angstrom": [[-0.3443, -0.0176, 2.0323], [0.5375, 0.3963, -0.9441], [0.1485, -1.9644, -1.1327], [0.3635, -0.8481, 1.7738], [-0.2151, 1.6261, -0.7881], [0.2678, 2.6095, 0.3390], [-0.1721, -0.8053, -0.5567], [1.2871, 2.3041, 0.5814], [-0.2592, -3.8474, 1.8167], [1.1650, -2.1115, -1.4837], [-1.2460, 1.3642, -0.5407], [-0.2257, 2.2929, -1.6587], [-0.5366, -2.7861, -1.3043], [-0.4559, 2.5746, 1.1530], [-0.7738, -4.1319, 1.3634], [1.4321, 0.3549, -0.4670], [0.1945, 3.6470, 0.0007], [-1.1673, -0.6574, -0.1842]], "nbo_charge": [-0.514, -0.637, -0.410, 0.511, -0.213, -0.624, -0.060, 0.203, 0.003, 0.191, 0.187, 0.188, 0.206, 0.213, -0.004, 0.367, 0.208, 0.185], "e_lumo_ev": 1.035, "orbital_gap_ev": 9.281, "energy_ha": -326.9831, "relative_energy_ev": 4.033, "fmax_ev_per_a": 3.58}


(10)
{"formula": "C5H11NO", "method": "the ωB97M-V functional and the def2-TZVPD basis", "symbols": ["O", "N", "C", "C", "C", "C", "C", "H", "H", "H", "H", "H", "H", "H", "H", "H", "H", "H"], "positions_angstrom": [[1.5009, 0.8675, -0.7163], [-1.3207, -0.6679, -0.0328], [0.5413, 0.0094, -0.5654], [-2.5244, -0.1592, 0.5810], [-0.0653, -0.4690, 0.7205], [-0.8162, 0.0799, -1.2086], [2.5126, 1.0107, 0.0975], [3.2346, 1.7530, -0.2055], [-0.1136, 0.3480, 1.4730], [-0.9742, -0.4308, -2.1657], [-2.7487, -0.7368, 1.4839], [0.3267, -1.3708, 1.2065], [2.1767, -1.4197, -0.7477], [-3.3654, -0.2742, -0.1109], [2.4604, 0.5766, 1.0889], [-1.2121, 1.1092, -1.2791], [2.8372, -1.1352, -0.4811], [-2.4497, 0.9093, 0.8622]], "nbo_charge": [-0.344, -0.406, 0.258, -0.413, -0.297, -0.266, -0.182, 0.184, 0.174, 0.203, 0.204, 0.207, -0.015, 0.204, 0.167, 0.177, -0.017, 0.161], "e_lumo_ev": [0.951, 0.936], "orbital_gap_ev": [8.435, 8.277], "energy_ha": -326.9013, "relative_energy_ev": 6.261, "fmax_ev_per_a": 0.55}


(11)
{"formula": "C5H11NO", "method": "the ωB97M-V functional and the def2-TZVPD basis", "symbols": ["O", "N", "C", "C", "C", "C", "C", "H", "H", "H", "H", "H", "H", "H", "H", "H", "H", "H"], "positions_angstrom": [[2.5531, -0.1596, -1.8703], [-0.0828, 0.4275, 0.5006], [0.3547, 0.2580, 1.7490], [-2.0358, -0.9689, -0.1503], [0.6452, 0.5605, -0.6099], [2.1165, 0.3476, -0.6188], [-1.5509, 0.3991, 0.3063], [0.1328, 0.8728, -1.5115], [2.3860, -0.3350, 0.2104], [2.7005, 1.2668, -0.4674], [-0.3590, -0.0172, 2.5112], [-2.0092, 0.6939, 1.2524], [-1.8096, -1.7317, 0.6008], [-1.7900, 1.1678, -0.4329], [-3.1191, -0.9468, -0.3064], [-1.5550, -1.2534, -1.0902], [2.0169, -0.9446, -2.0421], [1.4059, 0.3633, 1.9691]], "nbo_charge": [-0.709, -0.228, -0.395, -0.617, -0.193, -0.108, -0.203, 0.194, 0.163, 0.181, 0.189, 0.209, 0.216, 0.210, 0.218, 0.218, 0.461, 0.195], "e_lumo_ev": 0.942, "orbital_gap_ev": 7.683, "energy_ha": -327.0156, "relative_energy_ev": 3.151, "fmax_ev_per_a": 0.36}


(12)
{"formula": "C5H11NO", "method": "the ωB97M-V functional and the def2-TZVPD basis", "symbols": ["O", "N", "C", "C", "C", "C", "C", "H", "H", "H", "H", "H", "H", "H", "H", "H", "H", "H"], "positions_angstrom": [[-1.7113, 2.6538, 4.8002], [-0.3335, -1.3391, -1.0498], [-0.3154, -2.1191, 1.2413], [0.3794, -0.7076, -2.1352], [0.1006, -1.3252, 0.2579], [1.4235, 1.5452, -2.3374], [0.3612, 0.7967, -2.0940], [-0.6085, 1.2030, -1.8197], [-1.0005, 3.0879, 5.2776], [-0.1786, -0.9917, -3.0224], [-0.9857, -2.9478, 1.0444], [-2.0628, 2.0043, 5.4216], [-1.0286, -2.0473, -1.2125], [2.4294, 1.1523, -2.3254], [0.9015, -0.6137, 0.4316], [1.2740, 2.5923, -2.5322], [-0.0648, -1.9004, 2.2666], [1.4201, -1.0436, -2.2129]], "nbo_charge": [-0.935, -0.618, -0.542, -0.249, 0.025, -0.402, -0.177, 0.203, 0.467, 0.215, 0.185, 0.468, 0.384, 0.195, 0.188, 0.202, 0.208, 0.182], "smiles": "C=CCNC=C.O", "e_lumo_ev": 1.033, "orbital_gap_ev": 8.853, "energy_ha": -327.0390, "relative_energy_ev": 2.512, "fmax_ev_per_a": 0.93}